[1]
Density functional theory data (ωB97M-V/def2-TZVPD) for a cluster of 3 separate species, C38H48BrCl3O11 in total at a distorted geometry.

The geometry in XYZ format:
```
101
Properties=species:S:1:pos:R:3
C -3.7458 2.1041 -1.9465
C -3.3120 0.5055 -1.7177
C -4.1349 -0.0065 -0.3835
O -3.7515 -1.3520 0.0717
C -2.3896 -1.3903 0.6266
C -2.0384 -0.6515 2.0474
C -3.0814 0.1670 3.0117
C -4.6157 -0.4108 3.0272
O -5.5825 0.4530 2.6090
Br -5.1935 -2.2523 3.5537
C -0.4477 -0.7254 2.5398
C 0.7158 -1.5285 1.6468
C 2.2497 -1.4696 2.2823
C 2.6995 -2.8394 3.0626
C 2.2980 -2.8419 4.6589
Cl 0.5407 -3.4609 4.7875
C 0.3540 -2.3275 0.2231
C -1.2420 -2.2188 -0.2645
C -1.6055 -2.9679 -1.7103
O -2.8450 -3.2441 -2.1284
C -0.3821 -3.3804 -2.7730
C -0.7811 -3.6853 -4.3633
C 0.3406 -4.1092 -5.4844
O 0.0603 -4.4236 -6.9031
C 1.9276 -4.1770 -4.9696
C 3.1731 -4.5875 -6.0064
C 3.7795 -6.0950 -5.7025
C 5.4175 -6.1476 -5.5735
C 6.2072 -6.1402 -7.0133
C 5.9263 -7.5200 -4.7776
C 2.3184 -3.8456 -3.3776
C 3.9245 -3.9217 -3.0077
Cl 4.7305 -5.4163 -2.2125
C 4.8355 -2.7722 -3.3397
C 4.3153 -1.3749 -4.0916
Cl 6.6687 -2.8861 -2.8934
C 1.1967 -3.4668 -2.2330
C 1.5046 -3.1698 -0.6437
O 2.6338 -3.6355 -0.0701
H -3.0143 2.5577 -2.7714
H -3.6094 2.6420 -0.8919
H -4.8845 2.2071 -2.2562
H -3.7059 -0.0652 -2.6876
H -2.1436 0.4295 -1.6146
H -4.0746 0.8191 0.4469
H -5.2859 -0.0788 -0.6916
H -2.6693 0.0450 4.1254
H -3.0926 1.3431 2.8239
H -0.1196 -0.1902 3.5546
H 2.3009 -0.5458 3.0259
H 3.0257 -1.2500 1.4079
H 3.8781 -2.9366 2.9115
H 2.2352 -3.7879 2.5460
H 2.4908 -1.8260 5.2083
H 2.9717 -3.6631 5.1716
H -1.9000 -3.6025 -4.7263
H 0.6396 -5.2451 -7.0842
H 4.0844 -3.8425 -5.8772
H 2.8482 -4.5537 -7.1354
H 3.3447 -6.4552 -4.6714
H 3.4886 -6.8761 -6.5510
H 5.7352 -5.2041 -4.9241
H 7.1603 -5.4429 -6.9040
H 6.6109 -7.1981 -7.3483
H 5.4606 -5.7700 -7.8367
H 6.9261 -7.2414 -4.1954
H 6.1368 -8.3952 -5.5462
H 5.0886 -7.9451 -4.0428
H 3.7830 -0.6893 -3.2824
H 5.1829 -0.8282 -4.6567
H 3.4951 -1.6300 -4.9145
C 2.6170 4.0553 2.5437
C 1.4923 4.2776 1.5475
O 0.2687 3.6971 2.0179
C -0.3797 4.3949 2.9801
O -0.0195 5.4567 3.4645
O -1.4865 3.6977 3.3374
C -2.2095 4.2768 4.4185
H 2.7153 2.9915 2.7814
H 3.5660 4.4186 2.1410
H 2.4240 4.5736 3.4872
H 1.7388 3.7752 0.6054
H 1.3543 5.3399 1.3200
H -2.4549 5.3250 4.2189
H -1.6311 4.1848 5.3437
H -3.1447 3.7227 4.5390
C -4.6742 10.8023 4.9923
C -3.9876 9.6472 4.2844
O -4.2077 8.4145 4.9826
C -5.4294 7.8554 4.8148
O -6.3360 8.3013 4.1284
O -5.4864 6.7269 5.5642
C -6.7607 6.0918 5.5554
H -4.3665 10.8476 6.0417
H -4.4287 11.7514 4.5088
H -5.7616 10.6856 4.9864
H -2.9052 9.8183 4.2787
H -4.3063 9.5628 3.2402
H -7.1046 5.9008 4.5335
H -7.4858 6.7067 6.0984
H -6.6668 5.1318 6.0707
```

SMILES = CCCOc1c(CC(=O)Br)cc(CCCCl)c2c1C(=O)c1cc(O)c(CCC(C)C)c(/C(Cl)=C(\C)Cl)c1C2=O.CCOC(=O)OC.CCOC(=O)OC
orbital gap = 0.2474 Ha
E_tot = -170289.6135 eV
F_max = 0.1783 Eh/bohr

***

[2]
Density functional theory data (ωB97M-V/def2-TZVPD) for a structure of composition C38H48N2O2SbSe5W at a distorted geometry.

The geometry in XYZ format:
```
97
Properties=species:S:1:pos:R:3
W -1.0269 2.1069 0.7235
C 5.8883 -1.8493 0.0965
C 5.5562 -0.4399 -0.4133
C 6.5575 0.5675 0.1700
C 5.6885 -0.4348 -1.9364
C 4.1477 -0.0592 0.0347
C 3.1437 0.2996 -0.8521
C 1.8942 0.6185 -0.3534
Se 0.4775 1.1022 -1.5120
C -0.4868 -0.5370 -1.5001
C -0.0458 -1.6255 -2.2386
C -0.7083 -2.8344 -2.1240
C -1.8033 -2.8812 -1.2529
C -2.2749 -1.8041 -0.5170
C -1.5892 -0.5820 -0.6649
O -1.9904 0.5455 -0.0280
C -3.4996 -1.9296 0.3916
C -4.0230 -3.3671 0.4741
C -4.6278 -1.0613 -0.1891
C -3.1394 -1.5129 1.8275
C -0.2850 -4.0914 -2.8790
C 0.0986 -5.1806 -1.8668
C 0.9141 -3.8314 -3.7907
C -1.4552 -4.5837 -3.7427
C 1.5780 0.5988 0.9992
O 0.3019 0.8952 1.3692
C 2.5792 0.2662 1.9269
C 3.8264 -0.0507 1.3896
C 2.4589 0.2302 3.4558
C 1.0851 0.6132 3.9970
C 2.7803 -1.1894 3.9486
C 3.4739 1.2240 4.0435
H 6.8980 -2.1270 -0.2112
H 5.8446 -1.9098 1.1846
H 5.1920 -2.5845 -0.3118
H 7.5664 0.3332 -0.1744
H 6.3149 1.5840 -0.1450
H 6.5634 0.5425 1.2609
H 6.6954 -0.7491 -2.2129
H 4.9862 -1.1278 -2.4050
H 5.5284 0.5619 -2.3536
H 3.3099 0.3293 -1.9195
H 0.8219 -1.5119 -2.8739
H -2.3160 -3.8255 -1.1466
H -4.3867 -3.7277 -0.4892
H -3.2604 -4.0545 0.8441
H -4.8614 -3.3974 1.1722
H -5.0105 -1.5124 -1.1061
H -5.4560 -0.9895 0.5208
H -4.2871 -0.0561 -0.4300
H -2.4676 -2.2490 2.2732
H -2.6428 -0.5457 1.8781
H -4.0423 -1.4758 2.4420
H 0.9185 -4.8454 -1.2285
H -0.7423 -5.4494 -1.2257
H 0.4186 -6.0826 -2.3918
H 1.7954 -3.5281 -3.2209
H 1.1666 -4.7478 -4.3252
H 0.6963 -3.0628 -4.5352
H -2.3310 -4.8250 -3.1387
H -1.7448 -3.8256 -4.4729
H -1.1657 -5.4868 -4.2829
H 4.6127 -0.3029 2.0892
H 0.2944 -0.0367 3.6204
H 1.1016 0.5301 5.0854
H 0.8476 1.6476 3.7525
H 2.0554 -1.9067 3.5584
H 3.7763 -1.5203 3.6535
H 2.7323 -1.2151 5.0387
H 3.2573 2.2397 3.7060
H 3.4134 1.2084 5.1334
H 4.4992 0.9808 3.7623
C -5.6327 2.2065 1.1066
C -6.0840 3.2205 0.2786
C -5.1567 3.9027 -0.4836
C -3.8126 3.5784 -0.3689
N -3.3713 2.6352 0.4628
C -4.2797 1.9496 1.1626
C -2.7806 4.1872 -1.2216
C -3.0344 5.3186 -1.9846
C -2.0680 5.7913 -2.8460
C -0.8636 5.1106 -2.9088
C -0.6700 4.0309 -2.0765
N -1.5996 3.5530 -1.2361
H -6.3102 1.6115 1.7019
H -7.1364 3.4603 0.2119
H -5.4741 4.6689 -1.1736
H -3.9125 1.1543 1.7923
H -3.9785 5.8317 -1.8871
H -2.2451 6.6726 -3.4473
H -0.0645 5.4203 -3.5667
H 0.2931 3.5505 -2.0738
Se -2.5886 6.0587 1.9956
Sb -0.8376 4.7478 2.8555
Se -1.7696 2.1756 2.9376
Se 0.6053 3.8434 0.7705
Se 0.6855 4.8189 4.6374
```

ΔE to the lowest compared entry with this formula, charge and spin = 0.707 eV
charge = +1
orbital gap = 0.2226 Ha
E_tot = -382352.8919 eV
F_max = 0.0335 Eh/bohr

***

[3]
Density functional theory data (ωB97M-V/def2-TZVPD) for a structure of composition C38H49AsBF9N6O7SSi2Zr at a distorted geometry.

The geometry in XYZ format:
```
115
Properties=species:S:1:pos:R:3
Zr -0.3868 0.2522 0.3288
C 1.5095 -2.2587 4.0725
C -0.0004 -1.9947 4.1815
C -0.5608 -2.8686 5.2983
C -0.6351 -2.2842 2.8473
C -1.6547 -3.1947 2.5024
C -1.6335 -3.2561 1.1305
N -0.6331 -2.4687 0.6817
N -0.0618 -1.8112 1.7522
B 0.3730 -3.0225 -0.4828
N 1.7607 -2.4806 -0.0918
C 2.8327 -3.2614 0.0925
C 3.8521 -2.4894 0.5919
C 3.2898 -1.2037 0.7085
N 2.0229 -1.1989 0.2933
C 3.9782 0.0190 1.2228
C 4.0543 0.0467 2.7520
C 5.3662 0.1882 0.6088
N 0.0662 -2.7598 -1.9580
C -0.3786 -3.6898 -2.8363
C -0.3784 -3.1246 -4.0858
C 0.0930 -1.8067 -3.8669
N 0.3802 -1.6125 -2.5950
C 0.2425 -0.7039 -4.8718
C 1.2751 -1.0712 -5.9397
C -1.1074 -0.3564 -5.5074
H 2.0149 -1.9820 5.0047
H 1.9473 -1.6967 3.2524
H 1.6922 -3.3223 3.8795
H -0.1492 -0.9392 4.4050
H -0.3990 -3.9274 5.0621
H -1.6237 -2.7182 5.4705
H -0.0340 -2.6486 6.2306
H -2.3140 -3.7283 3.1693
H -2.2352 -3.8185 0.4344
H 0.3863 -4.2278 -0.3689
H 2.7916 -4.3115 -0.1500
H 4.8537 -2.8010 0.8476
H 3.3779 0.8590 0.9147
H 4.5140 -0.8697 3.1392
H 3.0590 0.1455 3.1905
H 4.6525 0.9050 3.0810
H 6.0385 -0.6219 0.9174
H 5.7979 1.1404 0.9353
H 5.3165 0.1996 -0.4837
H -0.6872 -4.6663 -2.4953
H -0.7096 -3.5717 -5.0120
H 0.5939 0.1794 -4.3327
H 0.9378 -1.9459 -6.5052
H 2.2437 -1.3116 -5.4938
H 1.4133 -0.2432 -6.6436
H -1.5025 -1.2186 -6.0570
H -0.9963 0.4799 -6.2051
H -1.8340 -0.0904 -4.7367
O 0.7435 1.1112 -1.0896
As -2.4400 2.4486 -1.1308
O -1.5128 1.7753 -2.5014
O -1.7654 1.6381 0.2860
C -4.1010 1.4086 -1.4261
C -5.2363 2.2098 -1.4195
C -6.5074 1.6726 -1.5565
C -6.6620 0.2994 -1.6899
C -5.5468 -0.5254 -1.6961
C -4.2742 0.0252 -1.5669
S -2.9387 -1.1362 -1.8029
O -2.6427 -1.0881 -3.2072
O -3.3923 -2.4074 -1.2861
O -1.8077 -0.6298 -0.9530
H -0.6469 1.4506 -2.1606
H -5.1116 3.2814 -1.2908
H -7.3777 2.3201 -1.5442
H -7.6519 -0.1302 -1.7908
H -5.6393 -1.6006 -1.7935
C 1.2365 2.6766 3.4404
Si 1.0251 2.3729 1.5765
C 0.2038 4.0244 0.9836
C 2.7627 2.9511 0.9014
C 3.6744 3.6385 1.7099
C 4.8464 4.1921 1.2013
C 5.1431 4.0720 -0.1510
C 4.2605 3.3797 -0.9716
C 3.0835 2.8090 -0.4734
Si 2.0674 1.8322 -1.7247
C 1.5827 3.0443 -3.0705
C 3.2367 0.5748 -2.4446
H 1.2575 3.7461 3.6824
H 2.1632 2.2190 3.8160
H 0.4094 2.2157 3.9875
H -0.2607 4.5532 1.8204
H -0.5778 3.8579 0.2424
H 0.9495 4.6831 0.5334
H 3.4609 3.7568 2.7698
H 5.5246 4.7225 1.8608
H 6.0506 4.5035 -0.5588
H 4.4999 3.2778 -2.0311
H 2.0895 2.8307 -4.0187
H 1.8340 4.0649 -2.7651
H 0.5014 3.0010 -3.2487
H 4.1860 1.0447 -2.7288
H 2.8098 0.0817 -3.3230
H 3.4381 -0.2079 -1.7065
F -3.5515 -0.4824 1.4577
C -3.8748 0.4942 2.2946
F -4.9107 0.0263 3.0430
F -4.3865 1.5043 1.5630
C -2.5940 0.9421 3.1683
O -1.4136 0.5474 2.6725
C -2.7073 2.5073 3.3874
F -3.9636 2.9148 3.7016
F -1.9235 2.8874 4.4192
F -2.3246 3.1970 2.3277
C -2.7807 0.3092 4.5998
F -2.9956 -1.0152 4.5015
F -1.6715 0.4609 5.3396
F -3.7978 0.8275 5.3197
```

ΔE to the lowest compared entry with this formula, charge and spin = 0.000 eV
charge = -2
orbital gap = 0.2395 Ha
E_tot = -177330.3781 eV
F_max = 0.0468 Eh/bohr

***

[4]
Density functional theory data (ωB97M-V/def2-TZVPD) for a structure of composition C38H49EuNO2PS4 at a distorted geometry.

The geometry in XYZ format:
```
96
Properties=species:S:1:pos:R:3
Eu 1.9713 0.5229 0.0891
S -0.1794 2.8885 -0.4799
C -0.3590 2.9257 -2.1582
C -1.5937 3.3570 -2.7258
C -1.8232 3.3763 -4.0876
C -0.8160 3.0148 -4.9619
C 0.4345 2.5759 -4.4796
C 0.6776 2.5496 -3.1137
S 2.2634 1.8877 -2.6649
C 3.2076 3.3912 -2.3146
C 2.8982 3.9989 -0.9760
C 2.3465 5.2954 -0.8436
C 1.9945 5.7622 0.4069
C 2.3506 4.9884 1.5067
C 3.0377 3.7812 1.2955
C 3.7159 3.0594 2.4424
S 2.7591 1.5863 2.9386
C 4.0217 0.4254 3.2207
C 4.0013 -0.1139 4.4794
C 4.9415 -1.1146 4.8519
C 5.8581 -1.5792 3.9235
C 5.8934 -1.0190 2.6450
C 4.9919 -0.0267 2.2298
S 5.1499 0.5711 0.6633
N 3.1752 3.2423 0.0926
H -2.3715 3.6600 -2.0317
H -2.8056 3.6830 -4.4884
H -1.0286 2.9970 -6.0233
H 1.2234 2.2537 -5.1439
H 3.0222 4.1354 -3.1055
H 4.2762 3.1031 -2.3462
H 2.0771 5.8630 -1.7255
H 1.4526 6.7217 0.5251
H 2.1427 5.3098 2.5200
H 3.7328 3.7339 3.3023
H 4.7734 2.8227 2.1341
H 3.2324 0.2121 5.1730
H 4.8356 -1.5708 5.8483
H 6.5381 -2.3721 4.2046
H 6.5551 -1.4291 1.8841
O 2.3342 -1.9212 1.3438
C 2.6432 -2.3889 0.2056
O 2.5300 -1.7404 -0.9003
H 3.0760 -3.4095 0.1326
C -1.5017 -5.4111 1.7510
C -1.4758 -4.1876 2.7015
C -1.1033 -2.8584 1.9678
C -1.5758 -2.7718 0.5114
C -0.9435 -3.9027 -0.3480
C -0.6083 -5.1676 0.5040
P -1.1147 -1.0108 -0.1512
C -1.6553 -0.9360 -1.9889
C -0.5138 -1.4722 -2.9137
C -0.7992 -1.3952 -4.4527
C -2.2439 -0.9936 -4.7842
C -3.2490 -1.6875 -3.8523
C -3.0336 -1.5033 -2.3139
C -2.3632 0.1844 0.7311
C -3.7887 -0.3543 0.9975
C -4.1682 -0.3334 2.4980
C -4.0466 1.0552 3.0998
C -2.7398 1.7765 2.6870
C -1.7395 0.8336 1.9730
H -2.5520 -5.6689 1.4436
H -1.0955 -6.3170 2.2377
H -0.7363 -4.3869 3.4941
H -2.4241 -4.1144 3.2747
H -0.0046 -2.7275 1.9705
H -1.4680 -2.0287 2.5800
H -2.6845 -2.8203 0.4833
H -0.0247 -3.5822 -0.8363
H -1.5943 -4.2300 -1.1905
H 0.4263 -5.0784 0.8361
H -0.5831 -6.0525 -0.1655
H -1.7142 0.1760 -2.1340
H -0.3700 -2.5316 -2.6539
H 0.4311 -0.9491 -2.6955
H -0.5793 -2.3678 -4.9066
H -0.0789 -0.7369 -4.9281
H -2.4724 -1.2201 -5.8265
H -2.3205 0.1104 -4.6598
H -3.2241 -2.7815 -4.0698
H -4.2867 -1.3849 -4.0953
H -3.1588 -2.4778 -1.8242
H -3.8133 -0.8687 -1.8560
H -2.4203 1.0126 -0.0405
H -3.9394 -1.3597 0.5485
H -4.5122 0.3026 0.4523
H -3.5175 -1.0484 3.0640
H -5.2025 -0.7037 2.6221
H -4.1429 1.0142 4.1878
H -4.9212 1.6498 2.7745
H -2.2543 2.3074 3.5108
H -2.9996 2.5732 1.9668
H -1.4131 0.0496 2.6941
H -0.8436 1.3665 1.6361
```

ΔE to the lowest compared entry with this formula, charge and spin = 0.000 eV
multiplicity = 7
orbital gap (alpha / beta) = 0.1564 / 0.2668 Ha
E_tot = -117747.1276 eV
F_max = 0.0496 Eh/bohr